{
  "formula": "C11H16N3O",
  "method": "ωB97M-V/def2-TZVPD",
  "elements": ["C", "C", "C", "C", "C", "C", "C", "C", "C", "C", "C", "N", "N", "N", "O", "H", "H", "H", "H", "H", "H", "H", "H", "H", "H", "H", "H", "H", "H", "H", "H"],
  "coordinates": [[1.43397, 0.50941, 1.58877], [2.24260, 1.36428, 0.90735], [0.46926, -0.15030, 0.78080], [2.10841, 1.59955, -0.47031], [0.40264, 0.04129, -0.57998], [1.24260, 0.94919, -1.31800], [1.15532, -0.21478, 2.77433], [3.44084, 2.25936, 0.99359], [-0.01487, -0.89152, 2.04600], [3.32792, 2.48100, -0.53849], [-0.92940, -0.98747, -1.62885], [-0.35737, -1.33142, -2.77067], [-2.16841, -0.85912, -1.28628], [-3.68449, -0.80603, 1.18937], [1.16753, 1.12788, -2.69127], [1.99636, -0.81962, 2.99824], [0.84471, 0.35537, 3.71796], [3.35700, 3.00934, 1.64497], [4.37555, 1.73362, 1.17627], [-0.91911, -0.40602, 2.42250], [-0.08964, -1.88873, 2.08220], [4.05265, 2.22240, -1.18600], [3.07446, 3.50458, -0.64738], [0.63372, -1.05895, -2.72661], [-0.76416, -1.79151, -3.47736], [-2.89078, -1.05248, -1.95177], [-2.53636, -0.61449, -0.41969], [-3.63541, -0.27101, 2.04675], [-4.71891, -0.90459, 1.38767], [-3.40886, -1.78070, 1.37619], [1.75544, 1.85809, -2.75841]],
  "forces_ev_per_angstrom": [[-0.2, 1.5, -3.8], [0.3, 0.4, -0.2], [0.6, 0.2, 0.3], [0.2, -0.6, -0.3], [-2.8, -2.1, -2.2], [-1.4, -1.3, 1.2], [-0.9, 0.3, 3.7], [1.6, -3.8, -2.0], [-0.5, 3.7, -0.4], [-3.2, 1.6, 2.4], [3.9, 3.9, 1.9], [1.9, 2.2, 4.6], [0.4, -1.3, -2.7], [-2.5, -0.7, 0.8], [-0.5, -1.0, 1.8], [0.6, -1.0, 0.6], [0.6, -0.7, -1.3], [-0.2, 3.4, 2.2], [0.0, -0.2, 0.5], [-0.2, -0.4, -0.2], [-0.3, -3.8, -0.1], [2.8, -1.0, -1.8], [-0.2, 1.1, -0.8], [-0.7, -0.7, -1.0], [-1.7, -1.9, -3.3], [-0.4, -0.4, -0.5], [-0.4, 0.8, 2.5], [1.6, 0.2, 0.5], [0.7, -0.2, -1.6], [0.3, 0.6, 0.3], [0.9, 1.2, -1.2]],
  "e_homo_ev": -11.74,
  "homo_lumo_gap_ha": 0.333,
  "charge": 1,
  "largest_force_ev_per_a": 5.809,
  "de_lowest_kj_mol": 397.5
}

---

{
  "formula": "C11H16N3O",
  "method": "ωB97M-V/def2-TZVPD",
  "elements": ["C", "C", "C", "C", "C", "C", "C", "C", "C", "C", "C", "N", "N", "N", "O", "H", "H", "H", "H", "H", "H", "H", "H", "H", "H", "H", "H", "H", "H", "H", "H"],
  "coordinates": [[3.94320, -0.93307, -0.20364], [4.48712, 0.05386, 0.64365], [2.69978, -0.78271, -0.63922], [3.61001, 1.05262, 1.07031], [1.93076, 0.19422, -0.16592], [-0.48914, 1.18284, -0.03184], [-0.24361, 2.49562, 0.13005], [-1.44249, -1.02325, 0.31906], [-0.15550, -1.03939, -0.63245], [-1.27041, -1.42833, 1.78279], [-2.69514, 0.81031, -1.08500], [2.33575, 1.13097, 0.62055], [0.58412, 0.13716, -0.45426], [-1.77806, 0.50865, 0.06038], [-0.73164, -1.28472, -1.89852], [4.64537, -1.70524, -0.63728], [5.50015, -0.02099, 0.93138], [2.42705, -1.32581, -1.53840], [3.96873, 1.87398, 1.65990], [-0.91410, 3.31356, 0.35604], [0.81248, 2.87809, 0.21091], [-2.26038, -1.67128, -0.08080], [0.42554, -1.92205, -0.18180], [-0.70834, -0.69467, 2.45100], [-0.79961, -2.38262, 1.75870], [-2.24527, -1.63525, 2.20099], [-2.16448, 1.09679, -1.99662], [-3.39594, -0.03932, -1.27822], [-3.32360, 1.65438, -0.94000], [-2.31720, 0.96062, 0.87291], [-0.19957, -1.75794, -2.56130]],
  "forces_ev_per_angstrom": [[3.3, -3.3, -1.3], [-0.8, 0.9, 1.2], [0.4, -2.4, -3.1], [-1.0, 0.4, -1.0], [-3.6, -1.8, -2.2], [3.6, 0.3, -0.7], [1.2, -0.2, 0.4], [0.5, 1.1, -1.1], [-0.7, -4.4, 1.6], [0.3, 2.0, 0.2], [-0.7, -1.2, -1.8], [2.8, 4.8, 4.6], [-4.1, 3.0, 1.5], [-1.6, 0.6, 1.8], [0.3, 0.2, -0.3], [-1.1, 1.0, 0.5], [0.9, 0.4, 0.4], [-0.5, -0.4, 0.4], [0.0, 0.2, 0.4], [-0.8, -0.6, 0.0], [-1.1, -1.0, -0.6], [0.7, 0.9, -0.2], [-0.4, 1.1, -1.3], [-0.6, -1.0, -1.0], [0.8, -0.7, 0.1], [-0.3, 0.3, 0.3], [0.4, -0.7, 0.3], [0.9, 0.5, 0.2], [-0.3, 0.9, 1.1], [1.3, -1.1, -0.9], [0.2, 0.3, 0.7]],
  "e_homo_ev": [-7.60, -12.60],
  "homo_lumo_gap_ha": [0.174, 0.243],
  "s2": 2.025,
  "charge": 1,
  "largest_force_ev_per_a": 7.230,
  "multiplicity": 3,
  "de_lowest_kj_mol": 103.7
}

---

{
  "formula": "C11H16N4O2",
  "method": "ωB97M-V/def2-TZVPD",
  "elements": ["C", "N", "C", "C", "N", "C", "C", "C", "O", "N", "C", "O", "N", "C", "C", "C", "C", "H", "H", "H", "H", "H", "H", "H", "H", "H", "H", "H", "H", "H", "H", "H", "H"],
  "coordinates": [[0.92399, 1.83388, -4.30234], [0.71705, 1.95072, -2.88445], [1.20523, 3.15573, -2.26264], [0.13309, 0.99432, -2.16571], [0.03212, 1.06139, -0.88889], [-0.69895, 0.17089, -0.15785], [-1.90796, -0.32749, -0.54733], [-2.66824, -1.18776, 0.30687], [-3.73787, -1.70637, 0.06045], [-2.04805, -1.41894, 1.54017], [-0.84539, -0.93814, 1.97662], [-0.39743, -1.20712, 3.07020], [-0.18245, -0.12045, 1.08161], [1.12381, 0.39225, 1.46787], [2.24049, -0.41336, 0.84575], [3.52097, -0.59911, 1.60267], [2.57916, -1.75044, 1.43450], [0.51860, 0.89307, -4.66812], [1.99198, 1.87208, -4.53507], [0.43000, 2.65707, -4.82546], [0.73934, 4.03079, -2.72032], [2.28862, 3.23295, -2.37966], [0.95537, 3.11911, -1.20599], [-0.21138, 0.12946, -2.74329], [-2.32791, -0.06791, -1.50379], [-2.54446, -2.01852, 2.18918], [1.17516, 0.32099, 2.55604], [1.18111, 1.43722, 1.15462], [2.30662, -0.30786, -0.23074], [3.60149, -0.14729, 2.57909], [4.44707, -0.60345, 1.04806], [2.01223, -2.07161, 2.29434], [2.85758, -2.55244, 0.76774]],
  "forces_ev_per_angstrom": [[0.0, 0.0, -0.3], [0.0, 0.1, -0.1], [0.1, 0.2, 0.2], [-0.2, -0.5, 0.3], [0.3, 0.4, 0.0], [-0.8, -0.2, -0.4], [0.3, 0.1, -0.2], [0.2, -0.1, 0.1], [-0.2, -0.1, 0.0], [-0.3, -0.2, 0.2], [-0.1, 0.0, 0.0], [0.1, -0.1, 0.3], [0.1, 0.1, 0.0], [0.5, 0.0, 0.1], [-0.2, 0.2, 0.0], [0.1, 0.1, 0.0], [-0.1, -0.2, 0.0], [0.0, 0.0, 0.0], [0.0, 0.0, 0.0], [0.0, 0.0, 0.0], [0.0, 0.0, 0.0], [0.0, 0.0, 0.0], [0.1, 0.1, 0.0], [0.0, 0.1, 0.0], [-0.1, 0.1, 0.0], [0.1, 0.1, -0.1], [0.0, 0.1, -0.2], [0.0, -0.1, 0.1], [0.1, -0.1, 0.0], [-0.1, 0.0, 0.1], [0.0, 0.0, -0.1], [-0.1, 0.0, 0.1], [0.1, 0.0, -0.1]],
  "e_homo_ev": -8.35,
  "homo_lumo_gap_ha": 0.322,
  "largest_force_ev_per_a": 0.937,
  "de_lowest_kj_mol": 135.1,
  "smiles": "CN(C)/C=N/c1cc(=O)[nH]c(=O)n1CC1CC1"
}

---

Repeat the third record exactly.
{
  "formula": "C11H16N4O2",
  "method": "ωB97M-V/def2-TZVPD",
  "elements": ["C", "N", "C", "C", "N", "C", "C", "C", "O", "N", "C", "O", "N", "C", "C", "C", "C", "H", "H", "H", "H", "H", "H", "H", "H", "H", "H", "H", "H", "H", "H", "H", "H"],
  "coordinates": [[0.92399, 1.83388, -4.30234], [0.71705, 1.95072, -2.88445], [1.20523, 3.15573, -2.26264], [0.13309, 0.99432, -2.16571], [0.03212, 1.06139, -0.88889], [-0.69895, 0.17089, -0.15785], [-1.90796, -0.32749, -0.54733], [-2.66824, -1.18776, 0.30687], [-3.73787, -1.70637, 0.06045], [-2.04805, -1.41894, 1.54017], [-0.84539, -0.93814, 1.97662], [-0.39743, -1.20712, 3.07020], [-0.18245, -0.12045, 1.08161], [1.12381, 0.39225, 1.46787], [2.24049, -0.41336, 0.84575], [3.52097, -0.59911, 1.60267], [2.57916, -1.75044, 1.43450], [0.51860, 0.89307, -4.66812], [1.99198, 1.87208, -4.53507], [0.43000, 2.65707, -4.82546], [0.73934, 4.03079, -2.72032], [2.28862, 3.23295, -2.37966], [0.95537, 3.11911, -1.20599], [-0.21138, 0.12946, -2.74329], [-2.32791, -0.06791, -1.50379], [-2.54446, -2.01852, 2.18918], [1.17516, 0.32099, 2.55604], [1.18111, 1.43722, 1.15462], [2.30662, -0.30786, -0.23074], [3.60149, -0.14729, 2.57909], [4.44707, -0.60345, 1.04806], [2.01223, -2.07161, 2.29434], [2.85758, -2.55244, 0.76774]],
  "forces_ev_per_angstrom": [[0.0, 0.0, -0.3], [0.0, 0.1, -0.1], [0.1, 0.2, 0.2], [-0.2, -0.5, 0.3], [0.3, 0.4, 0.0], [-0.8, -0.2, -0.4], [0.3, 0.1, -0.2], [0.2, -0.1, 0.1], [-0.2, -0.1, 0.0], [-0.3, -0.2, 0.2], [-0.1, 0.0, 0.0], [0.1, -0.1, 0.3], [0.1, 0.1, 0.0], [0.5, 0.0, 0.1], [-0.2, 0.2, 0.0], [0.1, 0.1, 0.0], [-0.1, -0.2, 0.0], [0.0, 0.0, 0.0], [0.0, 0.0, 0.0], [0.0, 0.0, 0.0], [0.0, 0.0, 0.0], [0.0, 0.0, 0.0], [0.1, 0.1, 0.0], [0.0, 0.1, 0.0], [-0.1, 0.1, 0.0], [0.1, 0.1, -0.1], [0.0, 0.1, -0.2], [0.0, -0.1, 0.1], [0.1, -0.1, 0.0], [-0.1, 0.0, 0.1], [0.0, 0.0, -0.1], [-0.1, 0.0, 0.1], [0.1, 0.0, -0.1]],
  "e_homo_ev": -8.35,
  "homo_lumo_gap_ha": 0.322,
  "largest_force_ev_per_a": 0.937,
  "de_lowest_kj_mol": 135.1,
  "smiles": "CN(C)/C=N/c1cc(=O)[nH]c(=O)n1CC1CC1"
}